(1)
Below is a 3-piece molecular cluster, C22H47N3O4Si overall, with properties calculated with ωB97M-V/def2-TZVPD.

The geometry in XYZ format:
```
77
Properties=species:S:1:pos:R:3:forces:R:3:mulliken_spin:R:1
Si 6.426412 -1.853294 -1.170154 0.205 1.623 0.648 -0.001
O 2.807565 0.464067 1.494000 -2.117 0.917 -0.120 0.600
O 6.241518 -2.440278 -2.809516 1.063 -2.533 1.298 0.000
O 7.998866 -3.993908 -2.494403 -4.255 1.339 -1.182 0.000
O -3.560288 -0.495879 -1.364108 -1.325 0.748 -1.700 0.585
N 1.517460 0.803324 1.715249 3.536 -1.894 0.907 0.316
N -4.493201 0.145190 -2.103669 2.041 -0.819 3.454 0.329
N 5.925719 -4.829574 -3.327898 0.100 2.142 0.627 0.000
C -2.608073 1.712156 -2.702693 0.047 -0.655 0.420 -0.006
C 0.101217 2.438817 2.982205 -0.272 -0.239 -0.076 0.010
C 0.712709 -0.454010 1.798818 -1.712 -0.990 -0.687 0.019
C 5.076212 -0.488792 -0.912202 0.160 0.192 -0.826 -0.003
C -5.698019 2.230032 -0.390224 -0.117 0.093 -0.121 -0.021
C 0.772761 -0.245079 4.375979 -0.178 0.066 0.023 -0.019
C 2.485331 2.871432 2.789214 0.391 -0.557 -0.379 -0.003
C -6.928874 0.125579 -2.561760 -0.168 0.262 -0.313 0.007
C 1.704875 0.949439 4.220196 0.194 -0.410 -0.160 0.021
C -0.774045 -0.116750 1.504072 -0.360 0.218 0.064 0.036
C -6.038564 -1.582907 -1.049080 0.860 -0.041 0.015 -0.003
C 8.128260 -0.968964 -1.096256 0.693 0.330 -0.821 0.000
C 0.854261 -1.166470 3.165598 0.400 0.181 0.231 0.015
C -6.091347 0.766309 -0.237232 0.423 0.183 0.156 0.021
C 6.829926 -3.734521 -2.855873 2.135 -0.876 0.343 0.000
C -5.831777 -0.108235 -1.487727 -1.955 -0.616 -0.355 0.026
C -4.281937 2.363671 -0.935036 -0.042 -0.355 0.316 0.021
C 1.466433 1.708852 2.899558 -0.750 1.883 0.781 0.027
C 6.159410 -3.172141 0.185531 -0.188 -0.961 0.599 0.000
C 1.087037 -1.498501 0.713140 0.751 0.417 -0.048 -0.016
C -4.081643 1.572363 -2.243205 0.324 1.648 -1.386 0.027
C -4.875674 2.271213 -3.376553 -0.352 -0.108 0.024 0.008
H -4.053155 3.420774 -1.096969 0.066 -0.109 -0.214 0.001
H 4.076880 -0.803080 -1.383139 1.314 0.486 0.969 0.000
H -6.521356 0.087494 -3.576114 0.056 0.085 0.177 -0.009
H -4.792107 1.718258 -4.317282 0.015 0.000 0.144 -0.005
H -0.125856 2.960358 2.047139 0.078 -0.102 0.063 -0.006
H -1.899410 1.354036 -1.951756 -0.179 -0.117 -0.065 0.002
H 3.521149 2.525272 2.824879 -0.163 -0.091 -0.132 0.000
H 1.040964 -1.062897 -0.291753 0.003 -0.005 0.176 0.000
H -5.933117 2.402047 -3.154360 0.028 -0.109 -0.015 0.001
H 5.031941 -3.170279 0.437073 1.733 -0.245 -0.361 0.000
H 2.087490 -1.914842 0.861699 -0.035 0.256 -0.020 0.006
H -3.571114 2.011335 -0.172741 -0.072 -0.109 -0.218 0.004
H 2.361620 3.571705 3.618701 -0.232 -0.192 -0.008 0.000
H 0.394843 -2.346066 0.741282 -0.091 0.316 0.187 0.000
H -7.703428 -0.645965 -2.538871 0.157 0.049 0.253 0.001
H 0.093704 -1.948302 3.259951 0.001 0.098 -0.273 0.001
H 1.575071 1.624982 5.070399 -0.016 0.151 -0.199 0.000
H -5.759301 2.725679 0.582322 -0.046 -0.025 -0.037 0.002
H 2.341787 3.429787 1.859683 0.004 -0.114 0.043 0.000
H 6.520508 -4.228448 -0.103049 -0.717 1.545 0.416 0.000
H -7.068909 -1.743176 -0.715726 0.083 0.318 -0.178 0.000
H -2.433952 1.159282 -3.630234 -0.054 -0.008 0.110 0.000
H 0.114394 3.187136 3.779734 0.237 -0.095 -0.082 0.000
H -0.734220 1.780599 3.213416 0.045 -0.022 -0.107 0.001
H 8.985898 -1.612247 -1.523515 -1.362 0.869 0.912 0.000
H 1.047180 -0.802660 5.275461 -0.049 -0.005 -0.039 0.002
H -7.446018 1.079906 -2.433891 0.112 -0.012 -0.077 0.000
H 6.722241 -2.928175 1.163878 -0.840 -0.115 -1.614 0.000
H 4.964863 -0.193341 0.191348 0.007 -0.465 -1.705 0.005
H 5.212751 -4.875320 -2.567112 0.552 -0.166 -0.670 0.000
H 5.452436 0.413350 -1.519162 -0.675 -1.115 0.998 0.000
H -0.259862 0.088407 4.531750 0.088 0.029 -0.033 0.000
H -5.843354 -2.275777 -1.875722 0.009 0.151 0.096 0.000
H 2.746308 0.598266 4.266318 -0.144 0.088 -0.198 0.003
H 1.822820 -1.680412 3.206594 -0.016 0.112 -0.194 0.005
H -5.526919 0.359874 0.611338 0.046 -0.124 -0.188 0.003
H -4.486384 3.277928 -3.552765 0.151 -0.170 0.139 0.000
H -2.361081 2.759783 -2.890253 -0.296 -0.032 0.034 0.000
H 8.046701 -0.076509 -1.827996 0.118 -1.212 1.234 0.000
H -1.385757 -0.085850 2.409481 0.066 0.113 -0.037 0.002
H -7.147037 0.707911 0.046958 0.054 -0.198 -0.199 0.001
H 5.395458 -4.430258 -4.124650 0.301 -0.257 0.560 0.000
H -5.397735 -1.862099 -0.208315 0.089 0.092 -0.230 0.002
H -6.412250 2.750437 -1.038916 0.093 -0.035 0.003 0.000
H 8.397685 -0.570828 -0.058787 -0.370 -0.568 -1.433 0.000
H -0.880198 0.839552 0.983516 0.103 -0.070 0.142 -0.022
H -1.244700 -0.850769 0.844191 0.218 -0.059 0.141 0.004
```
Forces are in eV/Å.

Properties
Energy relative to the best compared isomer or geometry (same formula, charge and spin), eV: 0.000
Largest force on an atom, hartree/bohr: 0.0897
HOMO energy (spin up / spin down), eV: -8.9 / -9.6
Multiplicity: 3
Net charge: 0

(2)
Below is C7H10 as an isolated structure, with properties calculated with ωB97M-V/def2-TZVPD.

The geometry in XYZ format:
```
17
Properties=species:S:1:pos:R:3:forces:R:3:nbo_charge:R:1
C 0.868526 -0.512757 0.897088 -0.162 0.243 -0.206 0.150
C -0.165594 1.270116 0.077970 -0.035 0.074 -0.032 -0.409
C 0.541754 0.022731 -0.446687 0.055 -0.046 0.175 -0.257
C 0.200218 -0.816769 -1.658896 -0.058 -0.131 -0.138 -0.371
C -1.280807 -0.482436 1.613244 -0.102 -0.055 0.052 -0.597
C 1.525804 -0.163120 -1.586197 0.180 -0.012 -0.135 -0.367
C -0.111251 0.524049 1.430157 0.062 0.039 0.239 -0.360
H -1.558127 -0.563969 2.666157 0.035 0.051 -0.153 0.231
H 1.723550 0.706266 -2.205800 -0.069 -0.121 0.085 0.221
H 0.473385 2.159249 0.054039 -0.102 -0.138 0.019 0.211
H -1.154930 1.528131 -0.321450 0.159 -0.094 0.055 0.200
H 2.385222 -0.780570 -1.343250 -0.116 0.126 -0.068 0.233
H 0.094438 1.074707 2.351737 -0.002 -0.129 -0.146 0.217
H 0.124638 -1.890800 -1.519571 0.067 0.174 -0.001 0.227
H -0.547110 -0.382221 -2.318388 0.120 -0.062 0.139 0.221
H -2.147909 -0.201022 1.010020 0.112 0.012 0.099 0.217
H -0.971807 -1.491587 1.299830 -0.146 0.068 0.016 0.231
```
Forces are in eV/Å.

Properties
Energy relative to the best compared isomer or geometry (same formula, charge and spin), eV: 4.899
Largest force on an atom, hartree/bohr: 0.0070
HOMO energy, eV: -8.3
Net charge: 0

(3)
Below is an isolated ion of composition C3H10N3S and charge +1, with properties calculated with ωB97M-V/def2-TZVPD.

The geometry in XYZ format:
```
17
Properties=species:S:1:pos:R:3:forces:R:3:nbo_charge:R:1
S -1.906658 0.094790 0.331219 0.110 0.015 -1.647 1.298
N -1.031538 -0.215135 1.537521 2.069 0.481 2.120 -0.880
N -1.420756 -1.230090 -0.784785 -0.695 -0.208 -0.196 -1.073
N 0.935625 -1.174212 0.509093 -2.432 3.065 -1.492 -0.759
C 0.464377 1.347994 0.425926 -3.058 2.041 1.099 -0.480
C 0.375426 0.106248 1.281565 1.015 -0.280 1.130 0.096
C -0.820992 1.345088 -0.444566 1.061 0.690 -1.780 -0.629
H 1.059664 0.332321 2.218257 -1.679 -1.285 -1.596 0.254
H 0.913010 -1.885845 1.186345 0.874 -1.589 0.561 0.448
H -1.479078 -1.028785 -1.768649 -0.195 0.456 -0.547 0.398
H -1.199959 2.374737 -0.433720 -0.609 -0.590 -0.111 0.274
H 1.162638 1.568724 -0.334851 1.883 -0.285 -0.027 0.253
H -2.076974 -2.007617 -0.642750 0.300 0.227 0.183 0.411
H 0.348413 2.281601 1.121363 0.638 -1.891 -1.058 0.260
H 1.691873 -0.908465 -0.074562 2.115 -0.442 0.431 0.429
H -0.462406 1.136468 -1.514864 -1.257 -0.058 1.320 0.240
H 0.200076 -1.338521 -0.285327 -0.141 -0.347 1.608 0.460
```
Forces are in eV/Å.

Properties
Energy relative to the best compared isomer or geometry (same formula, charge and spin), eV: 2.975
Largest force on an atom, hartree/bohr: 0.0814
HOMO energy, eV: -14.0
Net charge: +1

> What is the largest force on an atom in the third record?

0.0814 hartree/bohr

> Look up the largest force on an atom of the second one.

0.0070 hartree/bohr

What did the second record say?
Below is C7H10 as an isolated structure, with properties calculated with ωB97M-V/def2-TZVPD.

The geometry in XYZ format:
```
17
Properties=species:S:1:pos:R:3:forces:R:3:nbo_charge:R:1
C 0.868526 -0.512757 0.897088 -0.162 0.243 -0.206 0.150
C -0.165594 1.270116 0.077970 -0.035 0.074 -0.032 -0.409
C 0.541754 0.022731 -0.446687 0.055 -0.046 0.175 -0.257
C 0.200218 -0.816769 -1.658896 -0.058 -0.131 -0.138 -0.371
C -1.280807 -0.482436 1.613244 -0.102 -0.055 0.052 -0.597
C 1.525804 -0.163120 -1.586197 0.180 -0.012 -0.135 -0.367
C -0.111251 0.524049 1.430157 0.062 0.039 0.239 -0.360
H -1.558127 -0.563969 2.666157 0.035 0.051 -0.153 0.231
H 1.723550 0.706266 -2.205800 -0.069 -0.121 0.085 0.221
H 0.473385 2.159249 0.054039 -0.102 -0.138 0.019 0.211
H -1.154930 1.528131 -0.321450 0.159 -0.094 0.055 0.200
H 2.385222 -0.780570 -1.343250 -0.116 0.126 -0.068 0.233
H 0.094438 1.074707 2.351737 -0.002 -0.129 -0.146 0.217
H 0.124638 -1.890800 -1.519571 0.067 0.174 -0.001 0.227
H -0.547110 -0.382221 -2.318388 0.120 -0.062 0.139 0.221
H -2.147909 -0.201022 1.010020 0.112 0.012 0.099 0.217
H -0.971807 -1.491587 1.299830 -0.146 0.068 0.016 0.231
```
Forces are in eV/Å.

Properties
Energy relative to the best compared isomer or geometry (same formula, charge and spin), eV: 4.899
Largest force on an atom, hartree/bohr: 0.0070
HOMO energy, eV: -8.3
Net charge: 0